C43H124N10O14 | ωB97M-V/def2-TZVPD

Each atom is followed by the atoms it is bonded to, with distances in Å.
CARTESIAN COORDINATES (ANGSTROEM)
1 C 16.656 16.603 -21.030  C2 1.523, H5 1.090, H6 1.090, H7 1.090
2 C 18.003 17.294 -20.862  C1 1.523, C3 1.556, O4 1.432, H8 1.090
3 C 17.740 18.802 -20.585  C2 1.556, H9 1.090, H10 1.090, H11 1.090
4 O 18.585 16.673 -19.710  C2 1.432, H12 0.960
5 H 15.926 17.002 -20.326  C1 1.090
6 H 16.670 15.574 -20.670  C1 1.090
7 H 16.202 16.659 -22.019  C1 1.090
8 H 18.603 17.110 -21.754  C2 1.090
9 H 18.694 19.318 -20.478  C3 1.090
10 H 17.156 18.916 -19.672  C3 1.090
11 H 17.231 19.262 -21.432  C3 1.090
12 H 18.961 15.849 -20.029  O4 0.960
13 O 16.131 14.106 -17.205  H14 0.957, H15 0.957
14 H 16.612 14.816 -16.780  O13 0.957
15 H 15.578 13.743 -16.514  O13 0.957
16 O 12.698 17.407 -20.426  H17 0.957, H18 0.957
17 H 13.305 17.076 -19.764  O16 0.957
18 H 12.414 18.256 -20.088  O16 0.957
19 O 14.745 12.852 -15.445  H20 0.957, H21 0.957
20 H 14.382 12.106 -15.924  O19 0.957
21 H 14.043 13.123 -14.855  O19 0.957
22 C 4.575 16.337 -19.442  C23 1.527, H28 1.090, H29 1.090, H30 1.090
23 C 5.804 15.927 -20.251  C22 1.527, C24 1.544, N27 1.428, H31 1.090
24 C 6.254 14.455 -20.131  C23 1.544, O25 1.450, H32 1.090, H33 1.090
25 O 6.662 14.246 -18.756  C24 1.450, C26 1.437
26 C 7.905 14.923 -18.508  O25 1.437, H34 1.090, H35 1.090, H36 1.090
27 N 5.374 16.230 -21.579  C23 1.428, H37 1.010, H38 1.010
28 H 4.698 16.151 -18.375  C22 1.090
29 H 3.698 15.760 -19.732  C22 1.090
30 H 4.344 17.393 -19.585  C22 1.090
31 H 6.600 16.659 -20.118  C23 1.090
32 H 7.030 14.332 -20.886  C24 1.090
33 H 5.421 13.802 -20.394  C24 1.090
34 H 7.722 15.993 -18.602  C26 1.090
35 H 8.726 14.703 -19.192  C26 1.090
36 H 8.158 14.720 -17.468  C26 1.090
37 H 4.648 15.633 -21.947  N27 1.010
38 H 6.193 15.930 -22.089  N27 1.010
39 C 14.392 20.205 -19.954  C40 1.493, H45 1.090, H46 1.090, H47 1.090
40 C 13.072 20.794 -20.330  C39 1.493, C41 1.518, N44 1.459, H48 1.090
41 C 12.845 20.888 -21.828  C40 1.518, O42 1.466, H49 1.090, H50 1.090
42 O 11.499 21.393 -22.116  C41 1.466, C43 1.411
43 C 10.991 20.964 -23.361  O42 1.411, H51 1.090, H52 1.090, H53 1.090
44 N 12.077 19.975 -19.647  C40 1.459, H54 1.010, H55 1.010
45 H 15.144 20.888 -20.348  C39 1.090
46 H 14.580 19.214 -20.366  C39 1.090
47 H 14.512 20.107 -18.875  C39 1.090
48 H 12.926 21.793 -19.918  C40 1.090
49 H 12.883 19.949 -22.381  C41 1.090
50 H 13.642 21.506 -22.242  C41 1.090
51 H 11.146 19.915 -23.613  C43 1.090
52 H 11.377 21.649 -24.116  C43 1.090
53 H 9.903 21.024 -23.359  C43 1.090
54 H 11.220 20.463 -19.866  N44 1.010
55 H 12.232 20.010 -18.649  N44 1.010
56 C 14.993 16.042 -10.676  C57 1.471, H62 1.090, H63 1.090, H64 1.090
57 C 14.805 17.179 -9.762  C56 1.471, C58 1.506, N61 1.473, H65 1.090
58 C 14.708 18.504 -10.471  C57 1.506, O59 1.423, H66 1.090, H67 1.090
59 O 15.972 18.897 -10.992  C58 1.423, C60 1.417
60 C 16.017 20.004 -11.875  O59 1.417, H68 1.090, H69 1.090, H70 1.090
61 N 13.575 16.980 -8.976  C57 1.473, H71 1.010, H72 1.010
62 H 14.148 16.054 -11.364  C56 1.090
63 H 15.146 15.055 -10.240  C56 1.090
64 H 15.824 16.252 -11.348  C56 1.090
65 H 15.619 17.329 -9.053  C57 1.090
66 H 14.479 19.309 -9.774  C58 1.090
67 H 13.991 18.505 -11.293  C58 1.090
68 H 15.660 19.792 -12.883  C60 1.090
69 H 17.035 20.369 -12.010  C60 1.090
70 H 15.470 20.899 -11.578  C60 1.090
71 H 12.856 16.757 -9.649  N61 1.010
72 H 13.224 17.898 -8.740  N61 1.010
73 C 11.183 11.494 -14.962  C74 1.534, H79 1.090, H80 1.090, H81 1.090
74 C 11.350 13.019 -14.931  C73 1.534, C75 1.506, N78 1.485, H82 1.090
75 C 9.995 13.668 -14.820  C74 1.506, O76 1.428, H83 1.090, H84 1.090
76 O 10.134 15.084 -14.925  C75 1.428, C77 1.461
77 C 8.949 15.857 -14.559  O76 1.461, H85 1.090, H86 1.090, H87 1.090
78 N 12.158 13.374 -13.737  C74 1.485, H88 1.010, H89 1.010
79 H 12.117 10.939 -15.048  C73 1.090
80 H 10.570 11.185 -15.809  C73 1.090
81 H 10.594 11.068 -14.151  C73 1.090
82 H 11.848 13.488 -15.780  C74 1.090
83 H 9.608 13.347 -13.852  C75 1.090
84 H 9.344 13.338 -15.630  C75 1.090
85 H 8.907 15.870 -13.470  C77 1.090
86 H 8.028 15.433 -14.960  C77 1.090
87 H 9.095 16.833 -15.021  C77 1.090
88 H 11.729 13.027 -12.891  N78 1.010
89 H 12.072 14.368 -13.583  N78 1.010
90 C 22.197 21.304 -12.525  C91 1.534, H96 1.090, H97 1.090, H98 1.090
91 C 21.748 19.841 -12.638  C90 1.534, C92 1.546, N95 1.433, H99 1.090
92 C 20.243 19.630 -12.352  C91 1.546, O93 1.449, H100 1.090, H101 1.090
93 O 20.031 18.201 -12.240  C92 1.449, C94 1.409
94 C 18.682 17.850 -12.035  O93 1.409, H102 1.090, H103 1.090, H104 1.090
95 N 22.225 19.247 -13.852  C91 1.433, H105 1.010, H106 1.010
96 H 23.285 21.258 -12.572  C90 1.090
97 H 21.864 21.613 -11.534  C90 1.090
98 H 21.768 21.981 -13.264  C90 1.090
99 H 22.263 19.287 -11.853  C91 1.090
100 H 19.652 20.028 -13.177  C92 1.090
101 H 19.966 20.196 -11.463  C92 1.090
102 H 18.371 18.284 -11.085  C94 1.090
103 H 18.528 16.771 -12.041  C94 1.090
104 H 18.105 18.414 -12.769  C94 1.090
105 H 23.225 19.383 -13.864  N95 1.010
106 H 22.201 18.238 -13.880  N95 1.010
107 C 10.945 19.514 -14.970  C108 1.523, H113 1.090, H114 1.090, H115 1.090
108 C 11.056 19.626 -16.484  C107 1.523, C109 1.542, N112 1.449, H116 1.090
109 C 9.958 20.579 -16.998  C108 1.542, O110 1.484, H117 1.090, H118 1.090
110 O 8.582 20.182 -16.611  C109 1.484, C111 1.453
111 C 7.958 19.110 -17.368  O110 1.453, H119 1.090, H120 1.090, H121 1.090
112 N 12.388 20.145 -16.724  C108 1.449, H122 1.010, H123 1.010
113 H 11.256 20.465 -14.537  C107 1.090
114 H 11.593 18.728 -14.584  C107 1.090
115 H 9.911 19.343 -14.670  C107 1.090
116 H 10.979 18.623 -16.903  C108 1.090
117 H 10.178 20.710 -18.057  C109 1.090
118 H 10.029 21.559 -16.527  C109 1.090
119 H 8.149 19.112 -18.442  C111 1.090
120 H 6.879 19.219 -17.262  C111 1.090
121 H 8.196 18.146 -16.918  C111 1.090
122 H 12.455 21.095 -16.387  N112 1.010
123 H 13.043 19.680 -16.112  N112 1.010
124 C 9.379 17.602 -22.549  C125 1.518, H130 1.090, H131 1.090, H132 1.090
125 C 9.655 16.200 -22.037  C124 1.518, C126 1.598, N129 1.425, H133 1.090
126 C 8.950 15.128 -22.990  C125 1.598, O127 1.468, H134 1.090, H135 1.090
127 O 7.556 15.502 -23.254  C126 1.468, C128 1.435
128 C 6.857 14.499 -24.005  O127 1.435, H136 1.090, H137 1.090, H138 1.090
129 N 11.053 15.952 -22.156  C125 1.425, H139 1.010, H140 1.010
130 H 9.855 18.297 -21.857  C124 1.090
131 H 8.314 17.834 -22.586  C124 1.090
132 H 9.862 17.800 -23.506  C124 1.090
133 H 9.231 16.037 -21.047  C125 1.090
134 H 9.003 14.183 -22.449  C126 1.090
135 H 9.503 14.931 -23.908  C126 1.090
136 H 6.961 13.448 -23.736  C128 1.090
137 H 7.107 14.540 -25.066  C128 1.090
138 H 5.812 14.804 -24.053  C128 1.090
139 H 11.205 16.310 -23.088  N129 1.010
140 H 11.559 16.561 -21.529  N129 1.010
141 C 11.920 15.296 -18.131  C142 1.564, H147 1.090, H148 1.090, H149 1.090
142 C 13.048 16.238 -17.598  C141 1.564, C143 1.546, N146 1.428, H150 1.090
143 C 13.472 16.085 -16.118  C142 1.546, O144 1.444, H151 1.090, H152 1.090
144 O 14.702 16.794 -15.856  C143 1.444, C145 1.399
145 C 14.835 17.013 -14.481  O144 1.399, H153 1.090, H154 1.090, H155 1.090
146 N 14.222 16.147 -18.405  C142 1.428, H156 1.010, H157 1.010
147 H 11.075 15.397 -17.450  C141 1.090
148 H 12.241 14.259 -18.042  C141 1.090
149 H 11.717 15.508 -19.181  C141 1.090
150 H 12.724 17.274 -17.694  C142 1.090
151 H 13.477 15.049 -15.779  C143 1.090
152 H 12.628 16.474 -15.548  C143 1.090
153 H 14.166 17.804 -14.141  C145 1.090
154 H 15.830 17.402 -14.264  C145 1.090
155 H 14.624 16.091 -13.939  C145 1.090
156 H 14.758 15.299 -18.281  N146 1.010
157 H 14.768 16.890 -17.993  N146 1.010
158 C 18.396 15.979 -14.948  C159 1.549, H164 1.090, H165 1.090, H166 1.090
159 C 18.865 16.257 -16.397  C158 1.549, C160 1.544, N163 1.413, H167 1.090
160 C 19.634 15.027 -16.927  C159 1.544, O161 1.389, H168 1.090, H169 1.090
161 O 20.883 15.028 -16.318  C160 1.389, C162 1.462
162 C 21.642 13.858 -16.754  O161 1.462, H170 1.090, H171 1.090, H172 1.090
163 N 17.622 16.483 -17.028  C159 1.413, H173 1.010, H174 1.010
164 H 17.868 16.809 -14.478  C158 1.090
165 H 19.188 15.729 -14.242  C158 1.090
166 H 17.824 15.060 -14.818  C158 1.090
167 H 19.546 17.106 -16.324  C159 1.090
168 H 19.795 15.061 -18.004  C160 1.090
169 H 18.926 14.211 -16.782  C160 1.090
170 H 22.622 13.815 -16.279  C162 1.090
171 H 21.828 14.005 -17.818  C162 1.090
172 H 21.153 12.918 -16.494  C162 1.090
173 H 17.896 16.648 -17.986  N163 1.010
174 H 17.189 17.334 -16.699  N163 1.010
175 C 13.480 13.109 -20.448  C176 1.537, H181 1.090, H182 1.090, H183 1.090
176 C 13.867 12.458 -21.785  C175 1.537, C177 1.535, N180 1.474, H184 1.090
177 C 12.788 12.437 -22.876  C176 1.535, O178 1.455, H185 1.090, H186 1.090
178 O 13.167 11.514 -23.934  C177 1.455, C179 1.464
179 C 12.515 11.774 -25.218  O178 1.464, H187 1.090, H188 1.090, H189 1.090
180 N 15.103 13.115 -22.250  C176 1.474, H190 1.010, H191 1.010
181 H 12.708 12.535 -19.936  C175 1.090
182 H 13.063 14.086 -20.694  C175 1.090
183 H 14.372 13.276 -19.844  C175 1.090
184 H 14.115 11.405 -21.649  C176 1.090
185 H 12.571 13.447 -23.225  C177 1.090
186 H 11.911 11.970 -22.427  C177 1.090
187 H 11.436 11.651 -25.130  C179 1.090
188 H 12.924 11.132 -25.999  C179 1.090
189 H 12.613 12.816 -25.524  C179 1.090
190 H 14.873 14.080 -22.440  N180 1.010
191 H 15.244 12.781 -23.193  N180 1.010

Properties
- 2S+1 = 2
- total charge = -1
- expectation value of S² = 0.75
- gap between HOMO and LUMO (spin up / spin down) (eV) = 1.54 / 8.78
- electronic energy (eV) = -90160.1595
- E_LUMO (spin up / spin down) (eV) = 1.9 / 1.9
- highest occupied orbital energy (spin up / spin down) (eV) = 0.367 / -6.880